Model A:
Formula: C17H19ClN2O3S2
Source: OMol25
Level of theory: ωB97M-V/def2-TZVPD

Properties
- E_HOMO: -8.557 eV
- 2S+1: 1
- Charge: 0
- M: 398.9 Da

Geometry as XYZ:
```
44
Properties=species:S:1:pos:R:3:mulliken_charge:R:1
C 8.1067 0.5919 -1.9360 -1.82
C 7.1935 0.3942 -0.9184 1.03
O 7.4657 0.5826 0.2312 -0.54
N 5.8450 0.0931 -1.4344 -0.19
C 4.6303 -0.2880 -0.8677 0.74
C 4.4827 -0.2163 0.7306 -0.29
C 3.2390 -0.4973 1.4695 -0.97
C 2.1730 -0.5717 0.4244 0.07
C 2.1916 -0.5558 -0.9281 -0.40
C 3.4877 -0.3876 -1.4747 -0.40
H 3.4405 -0.1348 -2.5266 0.25
H 1.2380 -0.6757 -1.4940 0.42
S 0.6654 -1.0347 1.2659 1.01
O 0.8542 -1.5855 2.5736 -0.71
O -0.3545 -1.2524 0.2804 -0.40
N 0.2682 0.6677 2.0638 -0.38
H 0.1207 0.5324 2.9662 0.26
C -0.5233 1.4930 1.1921 0.12
C -1.8767 1.4465 1.2719 -0.55
H -2.2760 1.6127 2.4869 0.30
H -2.3216 0.3136 1.0105 0.08
S -3.0673 2.5699 0.4490 -0.08
C -3.2649 1.5279 -1.1165 -1.07
C -4.5067 0.5798 -0.7785 1.04
C -4.3412 -0.6854 -1.0918 0.36
C -5.3816 -1.6117 -0.6308 -0.54
C -6.6951 -1.2244 -0.4907 -0.74
C -6.7883 0.4992 -0.6165 -0.24
C -5.7818 1.0713 -0.7016 -0.98
H -5.7472 2.1440 -0.8038 0.26
H -7.7796 0.9195 -0.5301 0.41
H -7.6081 -1.6764 -0.4348 0.46
H -5.3277 -2.6648 -0.5251 0.34
Cl -2.8171 -1.7788 -1.0169 -0.13
H -3.4752 2.0471 -1.9838 0.60
H -2.3106 1.0493 -1.3306 0.25
H -0.2006 1.3145 -0.0947 0.02
H -0.2271 2.6130 1.5690 0.16
H 3.2331 -0.3557 2.3939 0.59
H 5.3149 0.1729 1.3510 0.30
H 5.7812 0.0114 -2.2542 0.01
H 7.9844 -0.2356 -2.3893 0.54
H 7.6706 1.3832 -2.6278 0.32
H 8.9774 0.6573 -1.5533 0.51
```

Model B:
Formula: C17H19ClN2O3S2
Source: OMol25
Level of theory: ωB97M-V/def2-TZVPD

Properties
- SMILES string: CC(=O)Nc1ccc(S(=O)(=O)NCCSCc2cccc(Cl)c2)cc1
- E_HOMO: -8.664 eV
- 2S+1: 1
- Charge: 0
- M: 398.9 Da

Geometry as XYZ:
```
44
Properties=species:S:1:pos:R:3:mulliken_charge:R:1
C 0.6320 6.2038 2.4333 -1.32
C 1.0576 5.1309 1.4544 0.80
O 1.4860 5.3654 0.3518 -0.60
N 0.8986 3.8703 1.9739 -0.15
C 1.1512 2.6383 1.3787 0.79
C 1.6395 2.5155 0.0778 -0.47
C 1.8461 1.2582 -0.4580 -0.56
C 1.5771 0.1313 0.2950 -0.21
S 1.8644 -1.4783 -0.4081 1.36
O 3.0757 -2.0459 0.1014 -0.76
O 1.7334 -1.3812 -1.8423 -0.65
N 0.5942 -2.3615 0.2533 -0.18
C 0.7884 -3.7959 0.2283 -0.77
C 0.8210 -4.3998 -1.1732 -0.57
S -0.8075 -4.5018 -1.9850 -0.12
C -1.0190 -2.8309 -2.7173 -0.71
C -1.8320 -1.9197 -1.8514 0.35
C -3.0305 -2.3549 -1.2951 -0.61
C -3.7711 -1.5157 -0.4838 -0.60
C -3.3295 -0.2317 -0.2109 -0.62
C -2.1382 0.2008 -0.7692 0.58
Cl -1.5670 1.7992 -0.4311 -0.14
C -1.3872 -0.6269 -1.5882 -0.63
C 1.1066 0.2363 1.5900 -0.46
C 0.8897 1.4880 2.1293 -0.91
H 0.7923 7.1791 1.9836 0.36
H 1.2143 6.1321 3.3496 0.34
H -0.4228 6.0922 2.6762 0.33
H 0.5289 3.8141 2.9134 0.19
H 1.8403 3.4008 -0.5017 0.51
H 2.2074 1.1367 -1.4669 0.47
H -0.2809 -2.0773 -0.1696 0.09
H 1.7559 -3.9700 0.7061 0.50
H -0.0013 -4.2607 0.8252 0.39
H 1.1638 -5.4330 -1.1213 0.41
H 1.4880 -3.8284 -1.8174 0.31
H -0.0274 -2.4216 -2.9065 0.17
H -1.5284 -3.0078 -3.6661 0.51
H -3.3672 -3.3605 -1.4972 0.41
H -4.7005 -1.8612 -0.0577 0.39
H -3.9000 0.4281 0.4228 0.45
H -0.4595 -0.2776 -2.0155 0.56
H 0.9076 -0.6610 2.1525 0.47
H 0.5100 1.5822 3.1369 0.30
```

model B takes first place; second place is 14.111 eV up.

Model A:
Formula: C24H70N6O8
Source: OMol25
Level of theory: ωB97M-V/def2-TZVPD

Properties
- SMILES string: COC[C@H](C)N.COC[C@H](C)N.COC[C@H](C)N.COC[C@H](C)N.COC[C@H](C)N.COC[C@H](C)N.O.O
- E_HOMO: -9.208 eV
- 2S+1: 1
- Charge: 0
- M: 570.9 Da

Geometry as XYZ:
```
108
Properties=species:S:1:pos:R:3:mulliken_charge:R:1
C -4.4104 -0.0425 -8.2281 -0.82
O -3.7788 -0.6978 -7.1490 -0.21
C -2.4452 -0.3701 -6.9417 -0.74
C -1.9306 -1.8012 -6.5462 0.57
C -2.6786 -2.3129 -5.3268 -1.24
N -0.5399 -1.8362 -6.3117 -0.71
H -3.9088 -0.1183 -9.1929 0.32
H -4.5654 1.0061 -7.9742 0.31
H -5.4188 -0.4322 -8.3670 0.25
H -1.9242 0.0887 -7.7820 0.39
H -2.5545 0.3980 -6.1760 0.25
H -2.1730 -2.4978 -7.3488 0.17
H -2.1520 -2.9225 -4.5925 0.42
H -3.6528 -2.7215 -5.5953 0.28
H -2.7928 -1.3538 -4.8216 0.26
H -0.0622 -1.8079 -7.2011 0.26
H -0.3713 -2.8027 -6.0715 0.26
C -2.6322 0.6503 6.2497 -0.78
O -1.9348 0.5582 7.4733 -0.29
C -0.8191 1.4557 7.6067 -0.60
C 0.0220 0.8049 8.7527 0.56
C -0.4465 1.1697 10.1610 -1.36
N 1.4365 1.0802 8.5500 -0.74
H -2.8099 1.6762 5.9272 0.33
H -3.6177 0.2191 6.4259 0.27
H -2.1888 0.1179 5.4083 0.27
H -0.2675 1.4716 6.6667 0.34
H -0.9189 2.5142 7.8468 0.31
H -0.0281 -0.2767 8.6275 0.23
H -0.6289 2.2443 10.1664 0.29
H 0.1828 0.7783 10.9603 0.37
H -1.4190 0.7966 10.4820 0.33
H 1.7020 0.4714 7.7891 0.20
H 2.0252 0.6249 9.2328 0.27
C -9.0063 2.7253 -5.1821 -0.72
O -8.7424 3.1709 -3.8736 -0.31
C -8.1201 2.1766 -3.1005 -0.73
C -7.7374 2.7953 -1.7477 0.67
C -6.7781 2.0069 -0.8071 -1.47
N -8.9955 3.0516 -0.9694 -0.75
H -9.6012 3.4900 -5.6815 0.26
H -9.3931 1.7131 -5.3007 0.31
H -8.0434 2.5768 -5.6709 0.28
H -8.7566 1.3042 -2.9524 0.39
H -7.1731 1.8832 -3.5535 0.35
H -7.1971 3.6978 -2.0334 0.16
H -7.1909 1.0899 -0.3866 0.37
H -6.3072 2.4231 0.0834 0.36
H -5.8996 1.5832 -1.2938 0.35
H -8.9003 3.8032 -0.3014 0.21
H -9.7432 3.3802 -1.5635 0.26
C 2.9645 5.3898 -3.8881 -0.78
O 2.1077 4.7191 -2.9925 -0.33
C 2.4181 3.3074 -3.0307 -0.73
C 1.5893 2.4487 -2.0026 0.35
C 2.2063 2.7939 -0.5951 -1.34
N 1.7909 1.0448 -2.1510 -0.64
H 2.7387 5.3541 -4.9539 0.32
H 4.0246 5.1400 -3.9317 0.32
H 2.8247 6.4175 -3.5530 0.26
H 2.3972 3.0677 -4.0938 0.40
H 3.4553 3.1660 -2.7269 0.27
H 0.5441 2.7195 -2.1523 0.34
H 1.3953 2.4726 0.0584 0.37
H 2.2985 3.8585 -0.3805 0.34
H 3.1375 2.2963 -0.3241 0.34
H 1.2729 0.8593 -2.9980 0.24
H 1.2037 0.5629 -1.4853 0.25
C 3.2351 -1.5533 4.6318 -0.82
O 4.2319 -0.7413 5.2578 -0.22
C 5.3750 -0.5263 4.5097 -0.84
C 6.4025 0.1171 5.4780 0.45
C 7.7196 0.6519 4.8195 -1.56
N 6.8177 -0.6744 6.4457 -0.70
H 3.6925 -2.5324 4.4893 0.35
H 3.0669 -1.3394 3.5763 0.34
H 2.3826 -1.6273 5.3069 0.21
H 5.7261 -1.5065 4.1872 0.37
H 5.1008 0.0527 3.6279 0.42
H 6.0436 1.0696 5.8680 0.22
H 8.5094 0.0029 4.4412 0.38
H 8.3033 1.2397 5.5279 0.33
H 7.6566 1.1095 3.8322 0.39
H 5.8889 -0.7553 6.8341 0.37
H 6.8417 -1.5929 6.0263 0.30
C 2.5507 -5.1175 -1.2777 -0.71
O 3.9319 -5.0713 -1.1947 -0.36
C 4.4208 -3.7841 -1.4295 -0.83
C 5.8420 -3.7397 -2.0451 0.46
C 6.4099 -2.3460 -2.4531 -1.20
N 5.8753 -4.5880 -3.2858 -0.76
H 2.1458 -4.8445 -2.2522 0.29
H 2.1814 -4.3227 -0.6296 0.31
H 2.1933 -6.1128 -1.0137 0.26
H 3.7758 -3.2252 -2.1074 0.40
H 4.3695 -3.3558 -0.4284 0.37
H 6.5041 -4.2250 -1.3280 0.29
H 6.2814 -2.1400 -3.5157 0.32
H 7.4729 -2.1561 -2.3047 0.29
H 5.8025 -1.5531 -2.0166 0.34
H 5.3309 -5.4078 -3.0588 0.27
H 5.3811 -4.1940 -4.0736 0.25
O -1.6123 -1.4103 0.5926 -0.63
H -2.0406 -1.1435 -0.2208 0.32
H -2.3336 -1.6132 1.1882 0.31
O -4.9766 -5.1818 3.2419 -0.63
H -5.2671 -5.8221 3.8913 0.32
H -4.3146 -4.6615 3.6973 0.31
```

Model B:
Formula: C24H70N6O8
Source: OMol25
Level of theory: ωB97M-V/def2-TZVPD

Properties
- SMILES string: COC[C@H](C)N.COC[C@H](C)N.COC[C@H](C)N.COC[C@H](C)N.COC[C@H](C)N.COC[C@H](C)N.O.O
- E_HOMO: -8.742 eV
- 2S+1: 1
- Charge: 0
- M: 570.9 Da

Geometry as XYZ:
```
108
Properties=species:S:1:pos:R:3:mulliken_charge:R:1
C -2.0583 -3.4720 3.1984 -0.56
O -2.3081 -3.8169 1.7799 -0.37
C -2.4901 -2.6816 0.9959 0.10
C -2.8392 -3.1720 -0.4410 0.36
C -2.6049 -2.0048 -1.3882 -1.28
N -4.2756 -3.5058 -0.6739 -0.73
H -1.4684 -4.3272 3.5827 0.25
H -3.0231 -3.3685 3.7170 0.31
H -1.4930 -2.5867 3.2892 0.17
H -3.3279 -2.0480 1.4009 0.15
H -1.5356 -2.1026 0.9117 -0.01
H -2.2376 -4.0894 -0.6727 0.22
H -1.5654 -1.6527 -1.4570 0.13
H -3.1422 -1.1289 -0.9641 0.33
H -2.9439 -2.2023 -2.3718 0.44
H -4.6098 -4.2977 -0.1648 0.27
H -4.8304 -2.7198 -0.3457 0.28
C 1.3932 -2.3932 2.5868 0.21
O 2.7283 -2.4968 3.0913 -0.50
C 2.9310 -3.8167 3.6130 -0.58
C 4.3281 -3.9658 4.1939 0.54
C 4.6379 -3.1289 5.4209 -1.55
N 5.1973 -3.5900 3.0572 -0.72
H 0.5994 -2.8978 3.1756 0.41
H 1.3647 -2.7666 1.5235 -0.32
H 1.2492 -1.2834 2.5896 -0.09
H 2.1106 -4.0202 4.2861 0.49
H 2.8447 -4.4981 2.7894 0.12
H 4.4454 -5.0160 4.5394 0.22
H 5.6885 -3.3127 5.7740 0.36
H 3.9556 -3.3676 6.2172 0.38
H 4.5448 -2.0751 5.1386 0.38
H 4.8120 -3.1570 2.2552 0.28
H 5.8915 -2.8521 3.3210 0.27
C -3.7115 1.7430 3.6274 -0.71
O -2.2967 1.7394 3.8543 -0.41
C -1.5860 1.6149 2.5935 0.15
C -0.1363 1.3726 2.8509 0.71
C 0.5566 2.3737 3.8720 -1.84
N 0.6137 1.3919 1.5844 -0.24
H -4.0111 2.2114 2.6734 0.26
H -4.0600 2.3217 4.4706 0.31
H -4.1907 0.7565 3.7251 0.23
H -2.0381 0.7128 2.1245 0.21
H -1.7780 2.5829 2.0205 -0.08
H -0.0218 0.4075 3.3529 0.11
H 0.0248 2.3233 4.8500 0.35
H 0.4417 3.4052 3.5961 0.34
H 1.6435 2.1967 3.9640 0.41
H 0.2317 2.1205 0.9864 0.09
H 0.4203 0.5360 1.0783 0.20
C -1.8623 5.8475 -5.1099 -0.80
O -1.3469 4.5168 -4.8264 -0.30
C 0.0589 4.5093 -4.8788 -0.82
C 0.4794 3.0552 -4.5608 0.00
C -0.1546 2.0676 -5.4566 -1.33
N 0.2177 2.7472 -3.1503 -0.27
H -2.8297 5.6596 -5.5102 0.26
H -1.2882 6.2985 -5.9214 0.37
H -1.8539 6.4007 -4.1533 0.23
H 0.3569 4.8212 -5.8765 0.59
H 0.4594 5.1641 -4.1310 0.40
H 1.5606 3.0922 -4.6348 0.36
H -1.1875 2.0730 -5.1226 0.39
H 0.2770 1.0967 -5.3756 0.30
H -0.1281 2.3173 -6.5554 0.35
H -0.7117 2.4032 -3.2316 0.28
H 0.0794 3.6100 -2.6419 -0.20
C 0.9518 4.3696 -0.0347 -1.04
O -0.3774 4.0262 -0.0516 0.03
C -1.2011 5.0382 -0.4996 -0.98
C -2.6087 4.5119 -0.6456 0.86
C -2.7448 3.4675 -1.6860 -1.25
N -3.3923 5.6979 -1.0988 -0.70
H 1.5647 3.5608 0.3440 0.31
H 1.0990 5.1843 0.6863 0.36
H 1.4585 4.7567 -0.9154 0.34
H -1.0598 5.8111 0.2312 0.55
H -0.8287 5.3554 -1.5141 0.17
H -3.0008 4.1900 0.3376 0.04
H -3.7708 3.1593 -1.8002 0.52
H -2.1502 2.5662 -1.5049 0.10
H -2.3813 3.9554 -2.6252 0.19
H -4.3660 5.4355 -1.3654 0.25
H -3.4267 6.3378 -0.3093 0.25
C 1.2572 -2.2009 -3.4342 -0.26
O 1.8529 -3.3800 -2.9326 -0.44
C 1.1917 -3.8552 -1.8091 -0.62
C 2.0171 -4.9043 -1.1127 0.39
C 1.1442 -5.5804 0.0338 -1.37
N 3.0863 -4.2369 -0.4414 -0.60
H 1.4874 -1.3021 -2.8295 -0.10
H 0.1619 -2.1230 -3.5718 0.27
H 1.6952 -1.9628 -4.4334 0.27
H 1.0682 -3.1265 -1.0307 0.06
H 0.2638 -4.2775 -2.1251 0.62
H 2.3283 -5.6089 -1.8726 0.34
H 0.3109 -6.1694 -0.3959 0.39
H 0.8634 -4.9212 0.8575 0.22
H 1.8538 -6.3381 0.4805 0.42
H 3.4472 -4.7390 0.3858 0.19
H 3.8786 -3.9822 -1.0031 0.28
O 3.3854 -1.3235 -0.8379 -0.67
H 2.9849 -2.1352 -0.5433 0.36
H 2.7303 -0.6738 -1.1316 0.36
O 1.6426 0.8491 -1.2212 -0.63
H 1.3102 1.3840 -1.9747 0.34
H 2.0764 1.5085 -0.6609 0.28
```

model B takes first place; second place is 4.169 eV up.

Model A:
Formula: C6H8S2
Source: OMol25
Level of theory: ωB97M-V/def2-TZVPD

Properties
- SMILES string: SCC1=CS[C@@H]2C[C@@H]12
- E_HOMO: -8.326 eV
- 2S+1: 1
- Charge: 0
- M: 144.3 Da

Geometry as XYZ:
```
16
Properties=species:S:1:pos:R:3:mulliken_charge:R:1
S 0.5419 1.4248 2.7575 -0.25
C -0.4765 0.2865 1.8046 -0.46
C -0.1759 0.0409 0.3889 0.26
C -0.9119 0.7141 -0.5986 -0.45
S -0.9620 -0.1898 -2.1862 -0.23
C 0.5135 -0.8692 -1.7256 -0.07
C 1.5391 -1.8073 -1.2338 -0.28
C 0.4122 -1.1694 -0.1974 -0.52
H 0.6712 2.2843 1.5654 0.17
H -0.5594 -0.9400 2.0514 0.24
H -1.5651 0.6674 1.8263 0.32
H -1.6717 1.4061 -0.4858 0.45
H 1.1423 0.0071 -1.7940 0.19
H 1.0496 -2.9407 -1.3526 0.21
H 2.6341 -1.4642 -1.6001 0.28
H -0.3817 -1.9543 0.0189 0.15
```

Model B:
Formula: C6H8S2
Source: OMol25
Level of theory: ωB97M-V/def2-TZVPD

Properties
- E_HOMO (spin up / spin down): -7.893 / -7.890 eV
- 2S+1: 1
- Charge: 0
- M: 144.3 Da

Geometry as XYZ:
```
16
Properties=species:S:1:pos:R:3:mulliken_charge:R:1
C 0.3132 -1.0950 -0.1929 -0.36
C -0.3264 0.0099 0.0826 -0.04
C -2.7566 0.1125 0.0173 0.20
C 1.7929 -0.7876 -0.2869 -0.60
C 0.4673 1.2448 0.2222 -0.49
C 1.9063 0.6674 0.2250 -0.54
S -3.4618 1.5259 -0.1256 -0.20
S -3.2069 -1.5012 0.0922 -0.15
H -0.0827 -2.0785 -0.3595 0.36
H 2.3918 -1.4811 0.3048 0.31
H 2.1097 -0.8723 -1.3299 0.26
H 0.2886 1.9121 -0.6234 0.26
H 0.2397 1.7920 1.1369 0.30
H 2.2906 0.6659 1.2455 0.25
H 2.5808 1.2605 -0.3888 0.30
H -4.5463 -1.3754 -0.0195 0.15
```

Model C:
Formula: C6H8S2
Source: OMol25
Level of theory: ωB97M-V/def2-TZVPD

Properties
- E_HOMO: -8.504 eV
- 2S+1: 1
- Charge: 0
- M: 144.3 Da

Geometry as XYZ:
```
16
Properties=species:S:1:pos:R:3:mulliken_charge:R:1
C -1.1993 -1.0746 0.6085 -0.41
C -0.2629 -0.1326 -0.2688 0.30
C 1.2373 -0.6484 -0.1542 -0.99
C 1.5018 0.5832 -0.9954 -0.19
C 1.1111 1.7380 -0.1129 -0.58
C -0.0097 1.3117 0.4203 -0.32
H -3.5413 -1.5371 0.9904 0.14
H -1.0234 -0.6790 1.7875 0.34
H -0.8257 -2.0679 0.2837 0.35
H 1.4210 -1.4958 -0.8238 0.34
H 1.6610 -0.7170 0.8743 0.31
H 2.4039 0.7591 -1.5600 0.54
H 1.3966 2.8554 -0.0722 0.26
H -0.9133 1.6406 0.9922 0.36
S -2.9256 -0.7036 -0.0019 -0.22
S -0.0314 0.1681 -1.9678 -0.22
```

model C takes first place; second place is 0.206 eV up.